1.
Here is a 4-piece molecular cluster, C34H65BClN4O8 overall from the Open Molecules 2025 dataset. Energies are from ωB97M-V with the def2-TZVPD basis set.

XYZ file:
```
113
Properties=species:S:1:pos:R:3:lowdin_charge:R:1
O -0.85 1.34 2.48 0.1572
C -0.61 1.50 1.36 -0.5719
O 0.46 2.23 1.00 0.1128
C -1.44 0.98 0.21 -0.1071
C -2.57 0.07 0.70 -0.1156
C -3.86 0.87 0.73 -0.3446
N -4.95 0.41 1.62 0.1285
C -5.94 1.38 1.44 -0.4633
O -6.77 1.69 2.19 0.1464
C -5.74 2.03 0.04 -0.0816
B -5.35 3.57 0.02 -0.6582
O -6.34 4.49 0.04 0.2056
O -4.04 4.03 0.01 0.1384
C -4.67 1.08 -0.51 -0.5896
Cl -3.82 1.51 -2.02 0.7000
H 0.63 2.04 0.07 0.1022
H -1.89 1.86 -0.24 0.0905
H -0.82 0.47 -0.52 0.1276
H -2.61 -0.77 0.01 0.1218
H -2.35 -0.30 1.69 0.1147
H -3.54 1.79 1.25 0.1403
H -4.65 0.29 2.58 0.1516
H -6.66 1.86 -0.50 0.1465
H -5.93 5.35 0.21 0.1227
H -3.59 3.86 0.85 0.1068
H -5.20 0.18 -0.76 0.1126
C -9.67 2.09 1.18 -0.0473
C -10.97 2.84 0.80 -0.4868
C -11.54 3.49 2.06 -0.1326
C -12.13 2.46 3.02 -0.1722
C -13.17 1.60 2.32 -0.1333
C -12.69 0.97 1.01 -0.4940
N -11.97 1.95 0.15 -0.0807
O -12.84 2.68 -0.45 -0.0179
C -11.79 -0.25 1.28 -0.0351
C -13.90 0.37 0.28 -0.0496
C -10.49 3.90 -0.19 -0.0393
H -8.91 2.81 1.47 0.0752
H -9.77 1.43 2.04 0.0568
H -9.29 1.51 0.34 0.0940
H -12.31 4.22 1.79 0.1255
H -10.75 4.05 2.56 0.1248
H -11.34 1.83 3.44 0.1042
H -12.59 2.98 3.87 0.1117
H -13.51 0.81 3.00 0.1230
H -14.05 2.22 2.12 0.1232
H -11.40 -0.66 0.35 0.0920
H -12.36 -1.04 1.77 0.0841
H -10.94 -0.05 1.94 0.0579
H -14.68 1.11 0.11 0.0786
H -14.34 -0.42 0.89 0.0858
H -13.61 -0.05 -0.68 0.0909
H -10.06 3.43 -1.08 0.0914
H -9.72 4.52 0.27 0.0846
H -11.29 4.57 -0.51 0.0782
C 5.71 -0.05 -0.41 -0.0473
C 4.17 -0.14 -0.44 -0.4885
C 3.65 0.06 0.99 -0.1295
C 3.95 -1.14 1.88 -0.1650
C 3.40 -2.43 1.26 -0.1292
C 3.83 -2.66 -0.19 -0.4895
N 3.68 -1.42 -1.02 -0.0777
O 2.44 -1.28 -1.33 -0.0217
C 5.28 -3.17 -0.27 -0.0358
C 2.99 -3.81 -0.76 -0.0464
C 3.75 1.03 -1.33 -0.0384
H 6.02 0.96 -0.17 0.0921
H 6.17 -0.68 0.34 0.0433
H 6.13 -0.31 -1.39 0.0904
H 2.57 0.24 0.98 0.1127
H 4.10 0.95 1.42 0.1288
H 5.03 -1.24 2.06 0.1050
H 3.50 -0.99 2.86 0.1155
H 3.71 -3.29 1.87 0.1252
H 2.31 -2.39 1.32 0.1232
H 5.59 -3.28 -1.31 0.0906
H 5.35 -4.16 0.19 0.0877
H 6.01 -2.55 0.24 0.0536
H 1.92 -3.63 -0.68 0.0788
H 3.21 -4.72 -0.21 0.0879
H 3.23 -3.98 -1.81 0.0922
H 4.14 0.90 -2.34 0.0938
H 4.15 1.96 -0.93 0.0896
H 2.67 1.15 -1.40 0.0669
C 12.24 -1.49 -3.25 -0.0398
C 12.12 -2.43 -2.03 -0.4936
C 11.28 -3.64 -2.43 -0.1333
C 9.80 -3.29 -2.62 -0.1701
C 9.24 -2.62 -1.36 -0.1318
C 10.08 -1.44 -0.86 -0.4869
N 11.54 -1.74 -0.84 -0.0812
O 11.79 -2.44 0.21 -0.0136
C 9.81 -0.18 -1.72 -0.0269
C 9.57 -1.05 0.53 -0.0392
C 13.56 -2.83 -1.74 -0.0439
H 12.84 -1.97 -4.02 0.0868
H 11.29 -1.26 -3.73 0.0535
H 12.73 -0.55 -2.98 0.0947
H 11.37 -4.43 -1.68 0.1265
H 11.67 -4.06 -3.36 0.1239
H 9.67 -2.64 -3.48 0.1041
H 9.24 -4.20 -2.83 0.1129
H 8.22 -2.29 -1.55 0.1099
H 9.18 -3.38 -0.57 0.1258
H 10.45 0.64 -1.39 0.0948
H 8.78 0.14 -1.60 0.0733
H 9.96 -0.32 -2.78 0.0586
H 9.59 -1.88 1.23 0.0823
H 8.53 -0.72 0.46 0.0656
H 10.16 -0.23 0.95 0.0943
H 14.16 -1.96 -1.47 0.0918
H 14.00 -3.29 -2.62 0.0863
H 13.64 -3.56 -0.93 0.0794
```

Computed properties:
Kohn-Sham gap (spin up / spin down)   0.312 / 0.332 Ha
Charge   0
Lowest unoccupied orbital energy (spin up / spin down)   0.23 / -0.05 eV
Total energy   -2640.42935 Ha
Multiplicity   4
HOMO (spin up / spin down)   -8.26 / -9.10 eV

2.
Here is C36H90Cs2N6O18 as an isolated structure from the Open Molecules 2025 dataset. Energies are from ωB97M-V with the def2-TZVPD basis set.

XYZ file:
```
152
Properties=species:S:1:pos:R:3:lowdin_charge:R:1
Cs 1.19 -0.25 0.71 0.8507
Cs 2.31 -1.22 4.90 0.9579
C -1.14 5.23 -2.11 -0.0191
C -0.88 5.29 -0.58 -0.2024
C -2.03 6.07 0.15 -0.2100
O -2.47 7.00 -0.74 -0.2163
C -2.48 8.41 -0.31 -0.0258
N -0.88 3.80 -0.10 0.2382
H -1.73 3.29 -0.31 0.0861
H -0.13 3.25 -0.50 0.1004
H -0.68 3.65 0.88 0.0999
H -2.11 4.79 -2.31 0.0940
H -0.46 4.59 -2.68 0.0628
H -1.02 6.22 -2.56 0.0924
H 0.10 5.64 -0.25 0.1435
H -1.53 6.55 1.00 0.1306
H -2.94 5.46 0.21 0.1269
H -2.66 8.54 0.76 0.0863
H -3.15 8.90 -1.01 0.0952
H -1.48 8.84 -0.44 0.0830
C 4.86 -0.15 -4.28 -0.0179
C 4.88 -0.78 -2.83 -0.2645
C 5.78 -2.02 -2.78 -0.2007
O 5.78 -2.57 -1.49 -0.1678
C 4.96 -3.75 -1.24 -0.0353
N 5.41 0.28 -1.83 0.2602
H 5.73 -0.23 -1.02 0.1060
H 6.09 0.92 -2.22 0.1674
H 4.61 0.88 -1.68 0.1144
H 4.27 0.77 -4.29 0.0639
H 4.44 -0.89 -4.97 0.0823
H 5.87 0.00 -4.66 0.0848
H 3.95 -1.10 -2.37 0.1409
H 6.73 -1.62 -3.12 0.1376
H 5.36 -2.72 -3.51 0.1339
H 5.11 -4.23 -0.28 0.0801
H 5.12 -4.49 -2.03 0.0910
H 3.93 -3.41 -1.31 0.0740
C 2.00 -4.66 6.47 -0.0135
C 2.96 -5.81 5.97 -0.1979
C 3.19 -5.98 4.42 -0.2205
O 3.47 -4.78 3.81 -0.1812
C 3.51 -4.92 2.35 -0.0355
N 4.36 -5.40 6.50 0.2271
H 4.20 -5.52 7.49 0.1645
H 5.09 -6.04 6.25 0.1692
H 4.63 -4.46 6.24 0.1621
H 2.57 -3.73 6.41 0.0100
H 1.67 -4.92 7.47 0.0946
H 1.08 -4.59 5.89 0.0843
H 2.75 -6.77 6.45 0.1555
H 2.34 -6.36 3.86 0.1351
H 3.94 -6.75 4.23 0.1332
H 2.60 -5.37 1.94 0.0957
H 4.31 -5.54 1.95 0.0945
H 3.58 -3.97 1.82 0.0940
C -0.08 2.19 -4.89 -0.0228
C -0.72 0.91 -4.21 -0.2158
C -1.85 0.33 -5.10 -0.1421
O -2.71 1.36 -5.71 -0.1942
C -3.95 0.95 -6.11 -0.1294
N 0.44 -0.08 -3.96 0.2565
H 0.37 -0.92 -3.40 0.0847
H 0.77 -0.48 -4.83 0.1596
H 1.18 0.41 -3.49 0.0964
H 0.56 1.95 -5.74 0.0841
H 0.70 2.66 -4.29 0.0436
H -0.67 3.02 -5.26 0.0903
H -1.15 1.30 -3.29 0.1204
H -2.38 -0.35 -4.44 0.1196
H -1.44 -0.19 -5.97 0.1344
H -4.64 0.90 -5.26 0.0775
H -3.95 -0.02 -6.60 0.0953
H -4.28 1.75 -6.76 0.1032
C -3.76 0.52 4.34 -0.0363
C -4.11 1.00 2.95 -0.2686
C -4.48 2.57 2.97 -0.0948
O -3.34 3.38 3.47 -0.2028
C -3.52 4.76 3.16 -0.0917
N -2.89 0.82 2.13 0.2318
H -2.94 1.12 1.16 0.1001
H -2.22 1.42 2.57 0.1073
H -2.60 -0.15 2.11 0.1181
H -3.51 -0.54 4.46 0.0816
H -4.65 0.61 4.96 0.0902
H -3.09 1.15 4.93 0.0979
H -4.85 0.38 2.45 0.1486
H -5.27 2.70 3.71 0.1267
H -4.73 2.94 1.98 0.1091
H -3.79 5.00 2.13 0.0664
H -2.51 5.16 3.26 0.0899
H -4.24 5.19 3.85 0.0961
C -2.56 -4.66 -0.94 -0.0046
C -3.10 -3.30 -1.34 -0.3371
C -4.43 -3.01 -0.72 -0.1532
O -4.93 -1.74 -1.20 -0.2101
C -6.22 -1.31 -0.74 -0.0779
N -2.20 -2.23 -1.05 0.2471
H -2.19 -1.94 -0.08 0.1099
H -1.26 -2.37 -1.41 0.1025
H -2.54 -1.39 -1.49 0.1304
H -1.49 -4.79 -1.12 0.0774
H -3.03 -5.45 -1.52 0.0962
H -2.80 -4.99 0.08 0.0868
H -3.24 -3.32 -2.43 0.1651
H -4.36 -3.06 0.37 0.1365
H -5.21 -3.67 -1.12 0.1441
H -6.18 -0.44 -0.08 0.0765
H -6.68 -2.10 -0.14 0.0895
H -6.86 -1.01 -1.57 0.0940
C -1.47 -3.72 3.64 -0.0288
C -0.94 -2.77 2.72 -0.7462
O -1.74 -2.22 1.87 -0.1145
O 0.31 -2.65 2.81 -0.1924
H -0.71 -4.09 4.33 0.0616
H -2.12 -4.47 3.18 0.0950
H -2.09 -3.17 4.35 0.0846
C 4.82 1.75 1.55 -0.0223
C 5.30 0.33 1.60 -0.7999
O 6.34 -0.02 1.00 -0.0743
O 4.66 -0.54 2.22 -0.1320
H 4.50 2.20 2.49 0.0700
H 3.96 1.92 0.90 0.0510
H 5.72 2.34 1.37 0.0797
C 1.18 -4.61 -2.42 0.0038
C 0.54 -3.21 -2.64 -0.7806
O 0.71 -2.25 -1.85 -0.1763
O -0.20 -3.02 -3.60 -0.0360
H 1.19 -4.67 -1.33 0.0670
H 2.20 -4.69 -2.79 0.0684
H 0.46 -5.28 -2.90 0.0798
C 2.70 3.87 -2.40 -0.0041
C 2.42 2.55 -1.85 -0.7503
O 2.59 1.47 -2.50 -0.1165
O 1.85 2.45 -0.74 -0.1484
H 3.74 3.82 -2.70 0.0918
H 2.40 4.73 -1.80 0.0886
H 2.19 3.97 -3.36 0.0724
C -4.16 1.50 -2.33 0.0137
C -3.25 1.65 -1.17 -0.8198
O -2.22 0.97 -0.96 -0.0702
O -3.62 2.50 -0.41 -0.0115
H -4.82 2.34 -2.53 0.0984
H -4.83 0.66 -2.12 0.0675
H -3.58 1.23 -3.21 0.0493
C 1.51 3.80 3.26 -0.0203
C 0.65 2.55 3.29 -0.6493
O 1.26 1.51 3.77 -0.2360
O -0.36 2.49 2.49 -0.1275
H 1.09 4.72 2.86 0.0649
H 2.37 3.73 2.60 0.0697
H 2.02 4.05 4.19 0.0799
```

Computed properties:
Kohn-Sham gap   0.220 Ha
Charge   +2
Lowest unoccupied orbital energy   -4.84 eV
Total energy   -3148.30494 Ha
HOMO   -10.81 eV

3.
Here is one molecule with the formula C3H6N2O2 from the Open Molecules 2025 dataset. Energies are from ωB97M-V with the def2-TZVPD basis set.

XYZ file:
```
13
Properties=species:S:1:pos:R:3:lowdin_charge:R:1
C -1.89 0.04 0.00 -0.4716
C 0.53 -0.71 -0.71 -0.0888
C -0.43 0.18 0.03 -0.4576
N 0.05 1.50 0.34 0.1100
N 0.33 -0.88 0.67 0.0649
O -2.68 0.94 -0.21 0.1189
O -2.34 -1.21 0.14 0.1408
H 0.08 -1.33 -1.46 0.1140
H 1.37 -0.18 -1.00 0.0933
H -0.41 2.23 -0.16 0.0841
H -0.18 1.46 1.32 0.0866
H -1.82 -1.82 0.62 0.0860
H 1.04 -0.48 1.27 0.1193
```

Computed properties:
Kohn-Sham gap   0.398 Ha
SMILES   N[C@@]1(C(=O)O)CN1
Charge   0
Lowest unoccupied orbital energy   0.84 eV
Total energy   -377.86747 Ha
Relative energy (zero: lowest compared OMol25 entry of this formula, charge and spin)   2.4998 eV
HOMO   -9.99 eV

4.
Here is C35H28F3HgN6O7 as an isolated structure from the Open Molecules 2025 dataset. Energies are from ωB97M-V with the def2-TZVPD basis set.

XYZ file:
```
80
Properties=species:S:1:pos:R:3:lowdin_charge:R:1
Hg -1.14 0.62 1.27 1.2282
O 1.65 -2.58 2.47 -0.0180
C 0.54 -2.09 2.23 -0.6044
O 0.34 -1.22 1.32 -0.1799
C -0.67 -2.56 3.05 -0.0509
C -0.43 -3.62 3.88 0.0503
C -1.43 -4.18 4.70 -0.1924
C -2.70 -3.61 4.69 0.0322
C -2.98 -2.53 3.85 -0.1092
C -1.99 -1.95 2.97 -0.2901
O -2.31 -0.97 2.21 -0.2141
N -4.30 -1.99 3.91 -0.3622
O -5.03 -2.35 4.87 -0.0390
O -4.74 -1.23 3.03 -0.0118
N -1.13 -5.29 5.50 -0.4463
O 0.03 -5.83 5.45 -0.1535
O -2.05 -5.75 6.26 -0.1479
H 0.56 -4.04 3.91 0.1127
H -3.48 -4.01 5.32 0.0952
C 2.92 -1.59 -4.04 -0.0529
C 3.47 -1.81 -2.66 -0.2225
C 4.72 -2.40 -2.48 -0.0718
C 5.24 -2.60 -1.21 -0.1044
C 4.49 -2.25 -0.10 -0.0698
C 3.24 -1.67 -0.25 -0.0032
C 2.74 -1.42 -1.53 -0.1942
N 1.49 -0.81 -1.73 0.1514
C 0.86 0.12 -0.92 -0.3815
N 1.73 0.94 -0.27 0.1417
C 1.68 1.71 0.93 -0.2191
C 0.54 1.85 1.72 -0.2296
C 0.65 2.61 2.89 -0.1559
C 1.84 3.22 3.25 -0.1160
C 2.95 3.07 2.45 -0.0788
C 2.89 2.32 1.28 -0.2205
C 4.14 2.16 0.44 -0.0517
N -0.42 0.29 -1.00 0.0530
C -1.20 -0.65 -1.71 -0.2625
C -1.51 -1.89 -1.14 -0.0057
C -2.34 -2.78 -1.81 -0.0717
C -2.83 -2.46 -3.07 -0.1084
C -2.51 -1.24 -3.64 -0.0755
C -1.70 -0.32 -2.98 -0.2329
C -1.33 0.99 -3.62 -0.0483
H 3.65 -1.85 -4.80 0.0683
H 2.63 -0.54 -4.18 0.0765
H 2.02 -2.20 -4.21 0.0812
H 5.29 -2.69 -3.35 0.0981
H 6.21 -3.06 -1.09 0.0910
H 4.86 -2.44 0.90 0.1095
H 2.61 -1.46 0.61 0.0967
H 0.88 -1.25 -2.40 0.1328
H 2.68 0.72 -0.51 0.0913
H -0.21 2.72 3.53 0.0862
H 1.90 3.81 4.16 0.0893
H 3.90 3.53 2.73 0.0969
H 4.95 2.76 0.85 0.0699
H 3.97 2.48 -0.59 0.0815
H 4.48 1.12 0.43 0.0776
H -1.12 -2.12 -0.16 0.1028
H -2.59 -3.72 -1.34 0.1063
H -3.46 -3.16 -3.60 0.0902
H -2.89 -0.99 -4.62 0.0989
H -2.10 1.30 -4.34 0.0703
H -0.38 0.92 -4.16 0.0748
H -1.22 1.77 -2.87 0.0560
F -2.60 5.72 -3.99 0.1317
C -2.88 6.08 -2.72 -0.5820
F -2.11 7.14 -2.45 0.1323
F -4.16 6.52 -2.75 0.1308
C -2.69 4.97 -1.76 -0.1221
C -1.69 5.00 -0.79 0.0153
C -1.53 3.91 0.04 -0.1107
N -2.28 2.80 -0.03 0.0529
C -3.24 2.79 -0.96 -0.1200
C -3.48 3.83 -1.83 -0.0004
H -1.05 5.86 -0.69 0.1172
H -0.76 3.90 0.80 0.0952
H -3.83 1.88 -1.00 0.1224
H -4.28 3.76 -2.57 0.1232
```

Computed properties:
Kohn-Sham gap (spin up / spin down)   0.082 / 0.193 Ha
Charge   -2
Lowest unoccupied orbital energy (spin up / spin down)   3.35 / 3.35 eV
Total energy   -2658.68023 Ha
Relative energy (zero: lowest compared OMol25 entry of this formula, charge and spin)   1.8960 eV
Multiplicity   2
HOMO (spin up / spin down)   1.11 / -1.90 eV

5.
Here is a 2-piece molecular cluster, C8H12N3O overall from the Open Molecules 2025 dataset. Energies are from ωB97M-V with the def2-TZVPD basis set.

XYZ file:
```
24
Properties=species:S:1:pos:R:3:lowdin_charge:R:1
C 3.93 0.02 0.82 -0.0289
C 4.10 0.53 -0.46 -0.0511
C 2.66 -0.39 1.29 0.0492
C 3.04 0.71 -1.27 -0.0316
C 1.68 -0.35 0.33 -0.2079
C 1.76 0.38 -0.90 -0.1920
C -0.58 -1.09 0.18 0.1268
C -2.06 -1.01 -0.01 -0.2243
N 0.44 -0.74 0.57 0.2265
N 0.48 0.45 -1.53 0.1097
N -4.92 0.18 0.69 0.0693
O -2.33 0.08 0.77 -0.1223
H 4.72 0.06 1.45 0.0791
H 5.12 0.68 -0.78 0.1233
H 2.45 -0.62 2.31 0.1219
H 3.17 1.20 -2.27 0.1452
H -2.64 -1.97 0.36 0.1740
H -2.14 -0.77 -1.11 0.1436
H -5.22 1.05 1.21 0.1057
H -0.30 0.99 -1.06 0.1424
H -5.24 0.27 -0.23 0.0389
H -5.43 -0.55 1.09 0.0360
H -3.32 0.25 1.04 0.0658
H 0.63 0.64 -2.51 0.1006
```

Computed properties:
Kohn-Sham gap (spin up / spin down)   0.314 / 0.314 Ha
Charge   +1
Lowest unoccupied orbital energy (spin up / spin down)   -3.83 / -3.83 eV
Total energy   -551.22242 Ha
Relative energy (zero: lowest compared OMol25 entry of this formula, charge and spin)   2.4540 eV
HOMO (spin up / spin down)   -12.38 / -12.38 eV

What is the charge in the first record?
0

Look up the charge of the first one.
0

The highest charge belongs to which entry?
C36H90Cs2N6O18

Number 1 is which compound?
C34H65BClN4O8